[1]
18
Properties=species:S:1:pos:R:3:forces:R:3 method="wB97M-V/def2-TZVPD" de_lowest_kcal_mol=13.18 e_tot_ha=-761.9004 homo_energy_ev=-2.78 orbital_gap_ev=6.06 total_charge=-1 multiplicity=1 e_lumo_ev=3.285
O 0.831789 -2.089793 -1.226251 0.1 0.0 -0.2
C 0.259367 -1.018436 -0.997135 0.3 -0.3 0.0
N 0.109462 -0.552064 0.248503 -0.4 0.4 -0.2
C -0.659495 0.654052 0.644228 0.6 -0.3 0.6
C 0.086471 1.969107 0.576984 -0.5 0.9 0.5
S -1.004218 3.303161 1.245647 0.1 -0.2 -0.1
C -0.311745 -0.185123 -2.114681 -0.1 0.1 0.1
H 0.560426 -1.096812 0.965762 0.0 0.0 0.0
H -1.612643 0.713907 0.125110 0.1 0.0 -0.2
H -0.905482 0.500820 1.694531 -0.1 0.0 0.0
H 0.998177 1.936197 1.179319 0.0 -0.2 -0.1
H 0.353320 2.266631 -0.429557 0.2 -0.2 -0.3
H -1.399471 -0.225701 -2.049489 0.0 0.2 0.0
H -0.008215 -0.579769 -3.073650 0.1 -0.2 -0.1
H 0.016264 0.850716 -2.033430 -0.2 0.0 0.1
H 0.691110 -4.495159 0.442219 0.0 0.1 0.0
H 1.630616 -3.672089 -0.428145 -0.2 0.0 0.5
O 1.625958 -4.337304 0.290746 0.2 0.0 -0.3

***

[2]
6
Properties=species:S:1:pos:R:3:forces:R:3 method="wB97M-V/def2-TZVPD" de_lowest_kcal_mol=21.82 e_tot_ha=-3012.0492 smiles=CSBr homo_energy_ev=-9.59 orbital_gap_ev=7.36 total_charge=0 multiplicity=1 e_lumo_ev=-2.238
C 0.224419 0.088760 0.504204 -0.8 -2.0 3.3
S 0.766595 -0.618766 -1.019713 -2.4 0.7 -1.3
Br -1.337438 -0.083996 -2.505316 2.3 -0.6 1.7
H 0.976039 -0.086591 1.328773 0.2 0.1 -1.3
H -0.621198 -0.407570 1.108899 0.7 0.2 -1.7
H -0.008418 1.108163 0.583154 0.0 1.6 -0.7

***

[3]
93
Properties=species:S:1:pos:R:3:forces:R:3 method="wB97M-V/def2-TZVPD" e_tot_ha=-2871.3981 homo_energy_ev=-2.98 orbital_gap_ev=4.21 total_charge=-1 multiplicity=1 e_lumo_ev=1.231
C 0.325624 2.463252 -5.320908 -0.1 -0.1 0.0
C -1.088088 2.815707 -5.832961 0.4 0.1 -0.2
C -2.118256 1.719445 -5.594357 0.3 -0.2 0.5
C -2.262716 1.344785 -4.115765 -0.3 0.5 -0.1
C -3.449520 0.399667 -3.857670 0.4 0.0 0.0
C -3.183838 -0.732897 -2.854974 -0.8 -0.4 -0.2
C -3.586148 -0.339651 -1.432095 0.6 0.2 -0.2
C -3.152387 -1.308362 -0.338415 -0.2 0.6 -0.3
N -1.691139 -1.424731 -0.166059 -0.5 -0.1 1.3
C -1.039833 -0.084207 0.082688 0.5 -0.1 -0.6
C -0.190305 0.425178 -1.084992 0.1 0.6 0.6
C 1.318536 0.142230 -0.955611 0.1 0.1 -0.9
C 1.924499 -0.841174 -1.991726 0.0 -0.4 0.7
C 0.991358 -1.946363 -2.519450 0.3 0.2 -0.8
C 0.548256 -1.708393 -3.972938 0.4 -0.3 0.3
C 0.056983 -2.997053 -4.647766 -0.6 0.7 -0.1
C -0.989956 -2.708290 -5.733951 0.0 -0.4 0.0
C -1.342870 -2.421152 0.705429 0.0 -0.1 -0.1
S -2.377855 -3.388935 1.560952 -0.1 -0.1 -0.2
S 0.413393 -2.660681 0.814197 0.3 0.2 -0.1
C 0.624149 -3.658524 2.291813 -0.7 -0.4 0.2
C 0.253641 -2.999197 3.632688 0.7 -0.2 -0.2
C 0.515674 -1.519058 3.767077 -0.6 -0.3 0.1
N 1.908434 -1.116183 3.913239 0.1 0.1 0.2
C 2.978049 -1.753455 3.660603 0.2 -0.4 0.3
C 4.223834 -0.976368 3.870370 -0.9 1.3 -0.3
C 3.671375 0.437130 4.225647 0.6 0.4 -0.2
N 4.402150 1.133259 5.281071 0.0 -0.2 -0.1
C 2.143969 0.269577 4.428280 0.4 -0.5 -0.3
O 1.655101 0.306066 5.720512 0.8 0.3 -0.1
C 1.332834 1.685697 6.011519 -0.9 0.2 -0.2
C 0.320016 2.169815 4.973313 0.1 1.3 -0.1
C -0.516590 3.309037 5.508048 -0.2 0.0 0.3
O -0.492622 1.105209 4.484195 -0.1 -0.3 0.8
H 0.642803 3.127993 -4.519066 0.0 0.0 0.0
H 1.068644 2.520672 -6.116558 0.0 0.1 0.0
H 0.365793 1.446051 -4.927281 0.0 0.0 0.0
H -1.400561 3.756998 -5.376778 -0.2 0.0 0.0
H -1.007067 3.002551 -6.906877 -0.2 0.1 0.0
H -3.105194 1.999885 -5.970163 0.1 0.0 -0.2
H -1.771874 0.821049 -6.120605 -0.3 0.0 -0.2
H -1.325653 0.917267 -3.770866 0.0 -0.1 0.1
H -2.412070 2.269659 -3.550668 0.2 0.0 0.1
H -4.283482 0.991692 -3.470732 -0.1 0.0 -0.1
H -3.777300 -0.006479 -4.818624 0.0 -0.1 0.0
H -3.820917 -1.574403 -3.156203 0.1 -0.1 0.1
H -2.163661 -1.117246 -2.909292 0.1 0.2 0.0
H -4.675939 -0.279298 -1.383218 0.0 0.0 0.0
H -3.221976 0.674690 -1.247728 0.0 0.0 0.2
H -3.590335 -2.280439 -0.556105 0.2 -0.1 0.1
H -3.570913 -0.954024 0.609475 -0.1 -0.2 0.0
H -1.808073 0.645049 0.331565 -0.2 -0.2 0.0
H -0.417858 -0.143145 0.972462 0.0 0.0 0.0
H -0.596216 0.091171 -2.035922 0.0 -0.2 0.0
H -0.303770 1.511934 -1.051958 0.0 0.0 0.0
H 1.828526 1.096836 -1.079905 0.1 0.0 0.2
H 1.573658 -0.207054 0.042390 -0.2 0.1 0.1
H 2.755639 -1.343664 -1.484767 0.1 0.1 -0.1
H 2.387297 -0.305736 -2.823160 -0.2 0.1 -0.1
H 1.519405 -2.905069 -2.539118 0.0 0.0 0.2
H 0.109037 -2.069995 -1.890626 0.0 0.0 0.0
H 1.428089 -1.358997 -4.520913 -0.1 0.2 -0.1
H -0.208298 -0.922251 -4.011386 0.0 0.0 -0.1
H -0.420064 -3.609433 -3.879014 0.2 -0.3 -0.1
H 0.908906 -3.522329 -5.080151 0.0 -0.2 0.2
H -0.795489 -1.762753 -6.241517 0.0 0.0 0.0
H -1.021600 -3.490786 -6.495322 0.0 0.0 0.0
H -1.983106 -2.685165 -5.282830 0.0 0.3 -0.1
H 1.647370 -4.035920 2.282867 0.1 0.2 -0.2
H -0.011979 -4.537541 2.181404 0.0 0.0 0.0
H -0.804800 -3.161511 3.813733 0.0 0.1 0.0
H 0.803312 -3.534296 4.415405 -0.1 0.0 0.1
H 0.116384 -0.949934 2.925962 0.1 0.1 0.0
H -0.002046 -1.127233 4.638941 0.1 0.1 0.0
H 2.988982 -2.779340 3.316416 -0.3 0.0 -0.1
H 4.687558 -0.850034 2.890557 0.5 -0.5 0.2
H 4.892754 -1.379685 4.626928 0.1 -0.3 -0.1
H 3.771876 1.052003 3.330319 -0.2 -0.1 -0.1
H 4.788722 1.986314 4.900497 -0.1 0.1 0.1
H 5.191225 0.592594 5.607165 -0.1 -0.1 0.1
H 1.623562 0.907281 3.710304 -0.2 0.2 0.2
H 0.959866 1.782958 7.031481 -0.1 -0.6 0.0
H 2.210028 2.331575 5.947926 0.2 -0.2 0.0
H 0.898839 2.605961 4.149001 -0.4 0.0 -0.2
H 0.109520 4.162493 5.772486 0.1 0.0 0.0
H -1.179017 3.640845 4.703732 0.2 0.1 -0.1
H -1.098314 3.010437 6.391371 0.1 -0.1 0.0
H -1.391445 1.443749 4.473125 0.0 0.2 -0.4
O -0.017552 4.826544 0.782999 0.0 -0.1 0.1
S 0.146348 3.896365 1.912695 0.2 -0.4 0.3
O -1.136107 3.736571 2.669954 0.0 0.0 -0.3
O 1.207287 4.369627 2.855932 -0.1 0.0 0.0
O 0.565502 2.533561 1.418256 0.0 -0.3 -0.1

***

[4]
10
Properties=species:S:1:pos:R:3:forces:R:3 method="wB97M-V/def2-TZVPD" de_lowest_kcal_mol=69.00 e_tot_ha=-486.1434 homo_energy_ev="-6.47 / -9.15" orbital_gap_ev="7.26 / 7.47" total_charge=0 multiplicity=3 e_lumo_ev="0.799 / -1.676"
C 1.578591 0.679553 -0.061108 -1.3 -1.9 1.9
C 0.172302 1.077656 0.333367 2.0 2.4 2.1
N 0.295009 -0.147198 -0.049074 2.9 -2.8 -3.2
N -0.361479 -1.252537 -0.002093 -1.8 -1.3 1.8
I -3.380968 -0.189537 0.079803 -1.4 0.6 0.0
H 2.132638 0.682397 -0.978586 -0.2 0.8 -0.6
H 2.192535 0.427386 0.830505 -0.3 0.2 -0.7
H -0.607533 1.722701 0.295334 -1.8 2.3 -0.7
H -0.064412 -2.061661 -0.511680 1.2 0.0 -0.6
H -1.956682 -0.938756 0.063528 1.0 -0.4 0.1